--- one ---
Computed, not measured: a cluster of 3 separate species, C3H12N2O2 in total, with ωB97M-V/def2-TZVPD.

Calculated values
HOMO energy (eV): -9.2
SMILES: [H]/N=C\NCC.O.O
Orbital gap (eV): 10.04
LUMO energy (eV): 0.86

The geometry in ORCA input format:
```
! RIJCOSX wB97M-V def2-TZVPD def2/J DEFGRID3
* xyz 0 1
C -0.39 -2.59 1.70
C 0.66 -1.81 0.91
N 0.06 -0.51 0.69
C 0.83 0.54 0.15
N 0.51 1.72 0.60
H -0.69 -1.95 2.57
H -1.29 -2.49 1.19
H -0.23 -3.63 1.90
H 0.72 -2.33 -0.08
H 1.61 -1.77 1.58
H -0.91 -0.32 0.84
H 1.47 0.38 -0.73
H -0.02 1.57 1.46
H 0.36 3.61 -1.41
H -0.75 3.85 -2.45
O 0.18 3.61 -2.36
H -0.07 0.57 -2.59
H -1.07 1.12 -1.64
O -0.98 0.42 -2.32
*
```

Need the Mulliken charges? In units of e they are:
1 C -1.482
2 C -0.122
3 N -0.197
4 C -0.228
5 N -0.612
6 H 0.347
7 H 0.434
8 H 0.349
9 H 0.263
10 H 0.286
11 H 0.293
12 H 0.435
13 H 0.244
14 H 0.329
15 H 0.312
16 O -0.663
17 H 0.319
18 H 0.319
19 O -0.626

--- two ---
Computed, not measured: a cluster of 2 separate species, C3H12N2O2 in total, with ωB97M-V/def2-TZVPD.

Calculated values
HOMO energy (eV): -9.2
SMILES: NCCNCO.O
Orbital gap (eV): 9.83
LUMO energy (eV): 0.67

The geometry in ORCA input format:
```
! RIJCOSX wB97M-V def2-TZVPD def2/J DEFGRID3
* xyz 0 1
C 1.00 -0.68 0.48
N -0.49 -0.90 0.27
C -0.85 -1.52 -1.03
O 0.05 -1.15 -2.04
C 1.38 0.79 0.27
N 1.07 1.65 1.40
H 1.57 -1.33 -0.19
H 1.06 -0.87 1.55
H -0.72 -1.58 0.98
H -0.85 -2.60 -0.89
H -1.82 -1.10 -1.30
H -0.24 -0.33 -2.45
H 2.47 0.75 0.16
H 0.95 1.08 -0.67
H 0.83 1.07 2.20
H 0.30 2.28 1.23
H -2.03 2.18 -0.31
H -1.44 0.85 0.14
O -2.25 1.40 0.21
*
```

Need the Mulliken charges? In units of e they are:
1 C -0.602
2 N -0.407
3 C -0.416
4 O -0.523
5 C -0.566
6 N -0.573
7 H 0.319
8 H 0.453
9 H 0.218
10 H 0.291
11 H 0.343
12 H 0.331
13 H 0.301
14 H 0.293
15 H 0.226
16 H 0.309
17 H 0.326
18 H 0.366
19 O -0.688

Which one sits at the top of the stability order? two does.

--- one ---
Computed, not measured: a cluster of 3 separate species, C3H12N2O2 in total, with ωB97M-V/def2-TZVPD.

Calculated values
HOMO energy (eV): -9.6
SMILES: CC/N=C\N.O.O
Orbital gap (eV): 9.95
LUMO energy (eV): 0.35

The geometry in ORCA input format:
```
! RIJCOSX wB97M-V def2-TZVPD def2/J DEFGRID3
* xyz 0 1
C 1.26 0.08 -1.39
C 1.35 -0.31 0.08
N -1.20 -1.33 0.70
C -0.67 -0.17 1.25
N 0.49 0.30 1.03
H 1.42 1.16 -1.50
H 0.22 -0.02 -1.73
H 1.79 -0.62 -2.02
H 2.40 -0.04 0.34
H 1.35 -1.43 0.09
H -0.59 -1.67 -0.02
H -2.15 -1.31 1.02
H -1.43 0.33 1.86
H -2.04 1.24 -4.31
H -2.32 2.00 -3.11
O -2.45 2.08 -4.06
H 0.73 0.59 3.69
H 0.81 -0.81 3.74
O 1.02 -0.07 4.35
*
```

Need the Mulliken charges? In units of e they are:
1 C -0.890
2 C -0.728
3 N -0.432
4 C 0.033
5 N -0.468
6 H 0.340
7 H 0.204
8 H 0.332
9 H 0.324
10 H 0.398
11 H 0.231
12 H 0.253
13 H 0.394
14 H 0.317
15 H 0.317
16 O -0.634
17 H 0.351
18 H 0.314
19 O -0.656

--- two ---
Computed, not measured: a cluster of 4 separate species, C3H12N2O2 in total, with ωB97M-V/def2-TZVPD.

Calculated values
HOMO energy (eV): -8.3
Orbital gap (eV): 5.10
LUMO energy (eV): -3.16

The geometry in ORCA input format:
```
! RIJCOSX wB97M-V def2-TZVPD def2/J DEFGRID3
* xyz 0 1
C 1.20 0.17 1.35
C 0.12 0.64 0.45
C 0.44 0.45 -0.89
N -0.44 0.50 -1.96
N -1.05 1.13 0.92
H 0.88 -0.77 1.84
H 1.34 0.88 2.16
H 2.02 -0.05 0.61
H 1.56 0.24 -1.14
H -1.18 -0.18 -1.95
H 0.15 0.60 -2.78
H -1.40 0.49 1.63
H -1.72 1.40 0.22
H 3.53 0.36 -1.44
H -0.88 -1.79 -0.48
O 3.01 0.26 -0.64
H -1.78 -1.34 0.55
H -3.14 -1.83 0.52
O -2.67 -1.14 1.02
*
```

Need the Mulliken charges? In units of e they are:
1 C -1.045
2 C 0.435
3 C -0.080
4 N -0.326
5 N -0.428
6 H 0.278
7 H 0.387
8 H 0.361
9 H 0.261
10 H 0.361
11 H 0.298
12 H 0.369
13 H 0.283
14 H 0.199
15 H 0.012
16 O -0.948
17 H -0.041
18 H 0.369
19 O -0.745

--- three ---
Computed, not measured: a cluster of 2 separate species, C3H12N2O2 in total, with ωB97M-V/def2-TZVPD.

Calculated values
HOMO energy (eV): -8.8
SMILES: NCNCCO.O
Orbital gap (eV): 9.38
LUMO energy (eV): 0.53

The geometry in ORCA input format:
```
! RIJCOSX wB97M-V def2-TZVPD def2/J DEFGRID3
* xyz 0 1
C 0.68 1.31 0.67
C -0.29 0.78 1.66
O -0.72 -0.55 1.44
N 0.20 1.56 -0.71
C 0.04 0.39 -1.57
N -1.25 -0.28 -1.27
H 1.47 0.57 0.51
H 1.21 2.12 1.18
H 0.21 0.73 2.62
H -1.11 1.50 1.79
H 0.03 -1.18 1.21
H -0.69 2.07 -0.68
H 0.99 -0.16 -1.50
H -0.06 0.68 -2.62
H -1.23 -1.15 -1.86
H -1.28 -0.59 -0.28
H 0.61 -1.98 -0.73
H 0.34 -3.35 0.06
O 0.84 -2.47 0.07
*
```

Need the Mulliken charges? In units of e they are:
1 C -0.605
2 C -0.428
3 O -0.613
4 N -0.358
5 C -0.564
6 N -0.697
7 H 0.303
8 H 0.309
9 H 0.339
10 H 0.338
11 H 0.345
12 H 0.286
13 H 0.352
14 H 0.408
15 H 0.243
16 H 0.402
17 H 0.303
18 H 0.339
19 O -0.702

--- four ---
Computed, not measured: a cluster of 3 separate species, C3H12N2O2 in total, with ωB97M-V/def2-TZVPD.

Calculated values
HOMO energy (eV): -8.9
SMILES: [H]/N=C/NCC.O.O
Orbital gap (eV): 9.58
LUMO energy (eV): 0.68

The geometry in ORCA input format:
```
! RIJCOSX wB97M-V def2-TZVPD def2/J DEFGRID3
* xyz 0 1
C 0.82 1.05 -1.25
C 1.36 -0.10 -0.52
N 1.09 -0.12 0.91
C 0.54 -1.29 1.35
N -0.37 -1.22 2.31
H -0.11 1.43 -0.89
H 0.52 0.67 -2.30
H 1.56 1.88 -1.41
H 0.95 -1.04 -1.04
H 2.36 -0.35 -0.70
H 0.65 0.79 1.05
H 1.02 -2.30 1.18
H -0.43 -2.00 2.84
H -1.73 3.17 1.30
H -0.62 2.59 2.24
O -0.97 2.55 1.36
H -1.69 -2.48 -2.18
H -2.49 -1.19 -1.89
O -2.47 -2.05 -2.37
*
```

Need the Mulliken charges? In units of e they are:
1 C -1.114
2 C -0.297
3 N -0.242
4 C 0.073
5 N -0.656
6 H 0.353
7 H 0.303
8 H 0.271
9 H 0.152
10 H 0.385
11 H 0.253
12 H 0.339
13 H 0.215
14 H 0.286
15 H 0.294
16 O -0.613
17 H 0.302
18 H 0.326
19 O -0.631

Which one sits at the top of the stability order? three does.

--- one ---
Computed, not measured: a cluster of 3 separate species, C3H12N2O2 in total, with ωB97M-V/def2-TZVPD.

Calculated values
HOMO energy (eV): -9.6
SMILES: CC/N=C\N.O.O
Orbital gap (eV): 9.98
LUMO energy (eV): 0.40

The geometry in ORCA input format:
```
! RIJCOSX wB97M-V def2-TZVPD def2/J DEFGRID3
* xyz 0 1
C -2.14 -0.56 -1.16
C -0.63 -0.69 -0.87
N 2.11 -0.12 -0.06
C 1.00 0.72 0.20
N -0.16 0.52 -0.28
H -2.45 -1.53 -1.59
H -2.86 -0.56 -0.34
H -2.53 0.15 -1.91
H -0.43 -1.56 -0.24
H -0.11 -0.98 -1.80
H 1.80 -1.02 -0.42
H 2.63 -0.34 0.79
H 1.34 1.75 0.27
H 1.22 3.71 -2.37
H 0.51 2.43 -2.31
O 1.18 2.87 -2.85
H 0.37 -1.61 4.40
H -0.62 -1.21 5.51
O -0.24 -1.96 5.03
*
```

Need the Mulliken charges? In units of e they are:
1 C -1.208
2 C -0.402
3 N -0.501
4 C 0.034
5 N -0.432
6 H 0.359
7 H 0.324
8 H 0.292
9 H 0.409
10 H 0.327
11 H 0.255
12 H 0.242
13 H 0.316
14 H 0.318
15 H 0.312
16 O -0.645
17 H 0.309
18 H 0.323
19 O -0.634

--- two ---
Computed, not measured: a cluster of 2 separate species, C3H12N2O2 in total, with ωB97M-V/def2-TZVPD.

Calculated values
HOMO energy (eV): -9.3
SMILES: NCCNCO.O
Orbital gap (eV): 10.07
LUMO energy (eV): 0.77

The geometry in ORCA input format:
```
! RIJCOSX wB97M-V def2-TZVPD def2/J DEFGRID3
* xyz 0 1
C -0.61 0.12 -0.82
N 0.64 0.58 -0.16
C 1.02 -0.11 1.06
O 0.79 0.69 2.19
C -0.62 -1.32 -1.36
N -1.29 -2.24 -0.40
H -0.80 0.84 -1.61
H -1.35 0.20 -0.02
H 1.38 0.49 -0.83
H 0.47 -1.04 1.23
H 2.04 -0.50 0.99
H 1.50 1.32 2.32
H -1.18 -1.27 -2.27
H 0.41 -1.68 -1.42
H -0.61 -2.80 0.10
H -1.83 -2.92 -0.91
H 0.09 2.85 -0.01
H -0.25 3.17 1.34
O 0.19 3.60 0.60
*
```

Need the Mulliken charges? In units of e they are:
1 C -0.771
2 N -0.224
3 C -0.426
4 O -0.553
5 C -0.335
6 N -0.608
7 H 0.386
8 H 0.420
9 H 0.239
10 H 0.161
11 H 0.351
12 H 0.336
13 H 0.387
14 H 0.227
15 H 0.214
16 H 0.213
17 H 0.331
18 H 0.322
19 O -0.672

--- three ---
Computed, not measured: a cluster of 3 separate species, C3H12N2O2 in total, with ωB97M-V/def2-TZVPD.

Calculated values
HOMO energy (eV): -9.7
SMILES: [H]/N=[N+](/C)[O-].CC.O
Orbital gap (eV): 9.24
LUMO energy (eV): -0.49

The geometry in ORCA input format:
```
! RIJCOSX wB97M-V def2-TZVPD def2/J DEFGRID3
* xyz 0 1
C -1.45 -0.13 1.16
C -1.38 -1.60 1.52
O 0.25 1.99 0.30
H -0.16 2.67 0.84
H -1.00 0.48 1.93
H -2.48 0.20 1.03
H -1.84 -1.79 2.49
H -0.34 -1.91 1.56
H -1.88 -2.20 0.76
C 1.98 -0.48 -0.91
N 0.86 0.06 -1.67
N 1.03 1.26 -2.09
O -0.28 -0.44 -1.43
H -0.97 -0.01 0.06
H 0.67 2.19 -0.69
H 0.27 1.51 -2.72
H 1.86 -0.18 0.13
H 1.96 -1.56 -0.97
H 2.90 -0.06 -1.30
*
```

Need the Mulliken charges? In units of e they are:
1 C -0.649
2 C -0.947
3 O -0.658
4 H 0.268
5 H 0.215
6 H 0.358
7 H 0.339
8 H 0.253
9 H 0.267
10 C -0.561
11 N 0.872
12 N -0.858
13 O -0.610
14 H 0.257
15 H 0.363
16 H 0.272
17 H 0.300
18 H 0.256
19 H 0.263

Which one sits at the top of the stability order? two does.